Model A:
10
Properties=species:S:1:pos:R:3:lowdin_charge:R:1 method="wB97M-V/def2-TZVPD" gap_ev=10.386 smiles="OC/C=C(/F)Cl" spin_multiplicity=1 charge=0 e_homo_ev=-9.66
C -0.16726 0.97093 0.05342 -0.32
C 0.05410 -0.48508 -0.28794 -0.09
C 0.30756 -1.38987 0.65840 -0.76
H 0.00549 1.09951 -1.92439 0.14
H 0.65396 1.40717 0.61225 0.10
H -1.02481 1.12293 0.70002 0.11
H -0.16586 -0.75768 -1.34563 0.13
O -0.45396 1.65056 -1.14595 -0.11
F 0.32691 -2.71541 0.40988 0.02
Cl 0.46387 -0.90306 2.26995 0.78

Model B:
10
Properties=species:S:1:pos:R:3:lowdin_charge:R:1 method="wB97M-V/def2-TZVPD" gap_ev=7.818 spin_multiplicity=1 charge=0 e_homo_ev=-9.16
C 0.36047 0.73043 0.00660 -0.47
C -0.81067 -0.08861 -0.48669 -0.06
C 0.46000 -0.74182 -0.33460 -0.88
H -0.87798 0.74864 2.00601 0.35
H 0.90757 1.26931 -0.77194 0.16
H -1.10526 0.03900 -1.60458 0.16
H -1.57479 -0.29895 0.26856 0.11
O 0.51042 1.04488 1.27169 -0.11
F 1.13597 -0.94998 -1.41681 0.06
Cl 0.99428 -1.75291 1.06178 0.67

Referenced to the most stable arrangement, the calculated values in kcal/mol are model A 0.0; model B 85.5.

Model A:
21
Properties=species:S:1:pos:R:3:lowdin_charge:R:1 method="wB97M-V/def2-TZVPD" gap_ev=9.745 spin_multiplicity=1 charge=0 e_homo_ev=-9.06
C 1.74177 1.12138 -0.55532 -0.12
C 0.71524 -0.42525 1.43240 -0.07
C 1.53668 -1.27105 -0.86831 -0.12
C -2.39182 -1.19418 0.33146 -0.12
C 0.95522 -0.15106 -0.05600 -0.63
N -1.53799 -1.14672 -0.56541 -0.24
O -1.23146 1.29342 0.15179 -0.56
S -0.79522 0.34307 -0.82413 0.90
H 2.71396 1.29249 0.02666 0.11
H 2.08130 1.00009 -1.61469 0.08
H 1.17834 2.04295 -0.50768 0.05
H 1.68437 -0.66553 2.01562 0.13
H -0.11711 -1.08409 1.63392 0.06
H 0.30548 0.49556 1.80541 0.06
H 1.14623 -1.22287 -1.92103 0.09
H 2.65625 -1.04750 -0.98129 0.11
H 1.39992 -2.15684 -0.35749 0.05
H -3.46280 2.78061 -0.22019 0.04
H -3.19873 -1.97147 0.46963 0.10
H -2.34384 -0.24266 0.91733 0.07
H -3.03577 2.20965 -0.31265 0.01

Model B:
21
Properties=species:S:1:pos:R:3:lowdin_charge:R:1 method="wB97M-V/def2-TZVPD" gap_ev=9.675 spin_multiplicity=1 charge=0 e_homo_ev=-8.91
C -0.94707 -1.14521 1.55390 0.03
C -2.09612 -1.82994 -0.59747 -0.08
C 0.41758 -2.40336 -0.16085 -0.08
C 1.23938 2.82974 0.69704 -0.23
C -0.90794 -1.78077 0.32429 -0.40
N 0.04811 1.03995 -1.04019 -0.34
O 2.29214 2.41701 -1.61059 -0.42
S 0.66893 2.46643 -1.05401 0.86
H -0.20136 -1.01585 2.19330 0.00
H 2.35480 2.14222 -2.58038 0.07
H -1.98434 -0.84620 1.80851 0.07
H -3.04486 -1.63849 -0.02146 0.09
H -2.26044 -2.70119 -1.20476 0.07
H -1.86542 -1.08938 -1.34542 0.06
H 0.51197 -2.41049 -1.18020 0.03
H 1.35697 -1.85902 0.33934 0.12
H 0.59311 -3.39328 0.28343 0.07
H 0.64464 2.31827 1.45156 0.04
H 1.02829 3.87783 0.88440 0.02
H 2.39087 2.81419 0.74044 0.08
H 0.23720 0.46945 -0.25133 -0.06

Referenced to the most stable arrangement, the calculated values in kcal/mol are model A 1.7; model B 0.0.

Model A:
10
Properties=species:S:1:pos:R:3:lowdin_charge:R:1 method="wB97M-V/def2-TZVPD" gap_ev=11.257 smiles="NC(=[NH2+])P" spin_multiplicity=1 charge=+1 e_homo_ev=-15.52
C -0.23593 -0.11288 -0.26993 -0.58
N -0.95330 0.12366 -1.28757 0.18
N 0.65493 0.86094 0.13037 0.13
P -0.44817 -1.33832 1.17396 0.93
H -0.98301 1.14948 -1.53868 0.18
H -1.66495 -0.41773 -1.67894 0.12
H 0.85371 1.70816 -0.39704 0.14
H 1.20246 0.68372 0.90872 0.06
H -1.50016 -0.50925 1.55449 -0.08
H -1.40045 -2.13895 0.51041 -0.09

Model B:
10
Properties=species:S:1:pos:R:3:lowdin_charge:R:1 method="wB97M-V/def2-TZVPD" gap_ev=10.801 smiles="NC(=[NH2+])P" spin_multiplicity=1 charge=+1 e_homo_ev=-15.35
C -0.13562 -0.02178 -0.27003 -0.39
N 0.62615 0.25474 -1.30340 0.16
N -1.40231 0.27194 -0.09008 0.17
P 0.82720 -1.47664 1.20808 0.93
H 0.12385 0.57963 -2.09240 0.12
H 1.59020 -0.02326 -1.42005 0.13
H -2.03458 0.79812 -0.68027 0.15
H -1.75193 -0.18938 0.67618 0.07
H 0.62891 -0.85855 2.37422 -0.17
H -0.47710 -1.88365 1.31316 -0.16

Referenced to the most stable arrangement, the calculated values in kcal/mol are model A 0.0; model B 17.3.

Model A:
12
Properties=species:S:1:pos:R:3:lowdin_charge:R:1 method="wB97M-V/def2-TZVPD" gap_ev=6.980 spin_multiplicity=1 charge=0 e_homo_ev=-6.98
C 0.96196 2.51231 0.32181 -1.41
C 0.04239 -0.51241 -1.39901 -0.12
C 0.26537 -1.30860 0.82492 -0.13
N -0.41841 -0.88106 -0.21960 -0.65
S -0.21384 2.24522 1.29993 0.72
S 2.13546 2.77608 -0.65687 0.72
S -2.16964 -0.80777 -0.05580 0.82
H -0.61332 -0.04226 -2.09997 0.04
H 1.08216 -0.65304 -1.61891 0.06
H -0.24173 -1.76110 1.65115 0.04
H 1.33574 -1.28923 0.77959 0.06
H -2.16614 -0.27816 1.17275 -0.14

Model B:
12
Properties=species:S:1:pos:R:3:lowdin_charge:R:1 method="wB97M-V/def2-TZVPD" gap_ev=9.167 smiles="SC[C@@H]1SC=NS1" spin_multiplicity=1 charge=0 e_homo_ev=-8.55
C -1.29181 -0.65023 0.53599 -0.65
C -0.18024 -0.24544 -0.38183 -0.90
C 2.42914 -0.15047 0.18759 -0.62
H -2.59763 1.31467 -0.16438 -0.14
H -0.99857 -0.33714 1.53850 0.08
H -1.44922 -1.67760 0.47933 0.03
H -0.48072 -0.23296 -1.39753 0.03
H 3.44539 -0.42118 0.39930 0.07
N 2.08719 1.04557 0.27531 -0.38
S -2.91213 -0.00460 -0.02172 0.70
S 1.26260 -1.39158 -0.16504 0.90
S 0.50752 1.41569 -0.11530 0.86

Referenced to the most stable arrangement, the calculated values in kcal/mol are model A 56.1; model B 0.0.